# 1
123
Properties=species:S:1:pos:R:3:forces:R:3 method="wB97M-V/def2-TZVPD" gap_ev=6.49 total_charge=+1 lumo_ev=-4.4167 e_homo_ev=-10.9
C 1.374 4.050 2.572 0.4 -0.3 -0.8
C 1.306 3.494 1.329 -0.1 0.7 0.5
C 2.468 2.755 0.871 1.4 0.6 -1.5
N 3.725 3.111 1.061 -1.5 0.3 0.0
C 4.757 2.191 0.580 0.7 -0.1 1.3
C 5.162 2.427 -0.893 0.4 -0.5 -0.2
N 6.134 1.403 -1.267 -0.3 0.1 0.2
P 6.398 2.490 1.500 1.5 -0.2 -0.7
C 6.327 4.295 1.903 -0.7 -0.6 0.4
O 6.249 1.774 2.991 -0.8 0.5 -0.1
C 4.080 0.821 0.788 -0.2 0.8 0.3
C 3.839 0.429 2.248 0.1 -0.6 -0.4
C 2.808 -0.698 2.455 0.6 -0.1 0.8
C 1.934 -0.434 3.694 -0.3 0.1 -0.2
C 0.543 0.100 3.367 -0.5 -0.2 0.4
C -0.340 -0.880 2.574 0.1 0.4 -0.3
C -1.188 -0.217 1.474 -0.3 -0.4 0.4
C -2.612 0.147 1.904 -0.7 0.3 -0.4
C -3.630 0.104 0.732 0.4 0.6 -0.1
C -4.350 1.439 0.462 -0.7 -0.4 -0.3
C -5.828 1.414 0.878 -0.1 0.5 0.2
C -6.420 2.814 1.087 -0.4 -0.3 -0.4
O -7.379 2.810 2.138 0.1 0.1 0.0
C -7.138 3.785 3.121 0.0 0.1 0.3
S 2.408 1.236 0.047 -0.7 -0.2 0.4
H 0.620 3.888 3.333 -0.7 1.2 -0.4
H 2.255 4.633 2.829 0.5 -1.1 0.8
H 0.435 3.623 0.695 -0.5 -1.6 0.4
H 3.879 3.982 1.544 0.6 0.0 -0.1
H 5.658 3.393 -0.987 -0.2 0.2 0.0
H 4.304 2.384 -1.566 -0.3 0.5 0.2
H 6.650 1.690 -2.087 0.1 -0.1 0.0
H 5.676 0.545 -1.541 0.0 0.0 -0.1
H 6.491 4.902 1.016 0.0 0.1 0.0
H 5.425 4.602 2.442 0.0 0.2 0.0
H 7.148 4.440 2.603 0.2 0.1 -0.1
H 7.030 2.002 3.504 0.2 -0.2 0.1
H 4.592 0.020 0.265 -0.2 0.0 -0.4
H 4.793 0.071 2.626 0.1 0.1 0.1
H 3.604 1.309 2.844 -0.2 0.1 0.0
H 2.212 -0.904 1.568 -0.1 0.1 0.0
H 3.369 -1.609 2.661 0.0 -0.1 -0.2
H 2.431 0.285 4.349 0.2 0.0 0.0
H 1.833 -1.341 4.290 -0.1 -0.1 -0.1
H 0.040 0.297 4.318 0.0 0.2 0.0
H 0.575 1.067 2.857 0.2 0.0 -0.1
H 0.280 -1.646 2.107 0.1 -0.1 0.1
H -1.013 -1.388 3.264 0.1 -0.2 0.0
H -1.268 -0.913 0.639 0.1 0.0 -0.1
H -0.692 0.687 1.111 0.1 -0.1 -0.2
H -2.988 -0.501 2.695 0.3 -0.1 0.1
H -2.652 1.168 2.288 0.2 0.0 0.3
H -3.089 -0.173 -0.173 0.0 -0.2 0.0
H -4.391 -0.657 0.900 0.1 -0.2 0.0
H -3.877 2.291 0.953 0.3 -0.1 0.0
H -4.344 1.627 -0.613 0.2 0.2 0.0
H -5.984 0.852 1.800 0.1 0.0 0.1
H -6.430 0.937 0.105 0.1 -0.3 0.0
H -5.642 3.564 1.249 0.1 0.0 0.2
H -6.958 3.101 0.179 0.1 0.2 -0.1
H -6.255 3.552 3.727 0.1 -0.1 0.0
H -8.000 3.815 3.784 -0.1 -0.1 0.0
H -7.001 4.789 2.710 0.0 0.0 -0.2
C 8.008 -0.659 -4.198 -0.2 0.0 0.0
C 8.109 -2.165 -4.117 0.1 -0.1 -0.3
O 6.982 -2.760 -4.767 -0.1 0.1 0.2
O 6.787 -0.219 -3.603 0.0 0.0 0.1
H 8.835 -0.182 -3.674 0.0 0.0 0.0
H 8.015 -0.336 -5.246 0.2 0.0 0.0
H 8.074 -2.490 -3.078 0.0 0.0 0.0
H 9.038 -2.523 -4.569 0.1 0.1 0.1
H 7.073 -2.617 -5.714 0.0 -0.1 0.0
H 6.128 -0.882 -3.846 0.0 0.0 -0.1
C -10.311 1.945 4.977 -0.1 0.1 0.4
C -11.454 1.325 4.204 -0.1 0.3 -0.2
O -12.706 1.829 4.683 0.1 -0.3 0.0
O -10.445 1.680 6.364 0.1 -0.2 -0.1
H -9.356 1.540 4.643 0.0 0.0 0.0
H -10.306 3.035 4.835 0.0 0.0 -0.3
H -11.474 0.247 4.365 0.0 0.0 0.0
H -11.357 1.527 3.132 0.1 -0.1 0.0
H -12.775 2.751 4.416 -0.1 0.0 0.0
H -11.387 1.736 6.563 0.0 0.0 0.1
C 11.593 -4.104 -2.370 0.1 0.1 -0.3
C 10.828 -5.316 -2.859 0.2 -0.2 0.1
O 11.497 -5.897 -3.976 -0.1 0.1 0.0
O 11.733 -3.152 -3.416 -0.3 0.1 0.0
H 11.073 -3.622 -1.541 0.0 0.0 0.0
H 12.594 -4.404 -2.035 -0.1 -0.1 0.2
H 9.840 -5.021 -3.214 0.0 0.0 0.0
H 10.712 -6.056 -2.061 -0.1 0.1 0.1
H 12.311 -6.308 -3.662 0.0 -0.1 -0.1
H 11.881 -3.665 -4.220 0.1 0.0 0.0
C -10.081 3.497 -3.033 0.2 -0.2 -0.1
C -9.246 4.095 -1.922 0.1 0.2 -0.2
O -7.870 4.135 -2.320 -0.1 -0.1 0.2
O -9.624 2.191 -3.349 -0.1 0.0 0.2
H -11.128 3.427 -2.740 0.0 0.0 0.0
H -10.005 4.120 -3.935 -0.1 0.2 0.1
H -9.295 3.469 -1.031 0.0 0.0 0.0
H -9.586 5.104 -1.667 -0.1 -0.1 0.0
H -7.791 4.803 -3.008 0.1 0.0 0.0
H -8.663 2.219 -3.282 0.0 0.0 -0.1
C -13.541 -1.107 1.094 -0.1 -0.2 0.2
C -14.373 0.076 1.540 0.2 0.1 0.2
O -14.793 -0.101 2.891 0.0 -0.1 -0.1
O -14.279 -2.310 1.221 0.0 0.1 -0.2
H -13.243 -1.003 0.050 0.0 0.0 0.0
H -12.637 -1.182 1.716 0.1 0.2 -0.1
H -15.281 0.145 0.943 0.0 0.0 0.0
H -13.809 1.011 1.442 0.0 0.0 -0.1
H -14.016 -0.004 3.454 -0.1 0.2 0.1
H -14.798 -2.223 2.030 0.0 0.0 0.0
C 11.980 -8.757 -6.108 0.2 -0.1 0.1
C 12.426 -8.196 -7.440 -0.1 -0.2 -0.2
O 13.500 -8.976 -7.967 0.1 0.1 0.1
O 13.066 -8.776 -5.190 -0.1 0.2 0.0
H 11.187 -8.148 -5.673 0.0 0.0 0.0
H 11.613 -9.784 -6.234 -0.1 0.1 -0.1
H 12.815 -7.186 -7.311 0.0 0.0 0.0
H 11.596 -8.170 -8.153 -0.1 0.1 0.1
H 13.145 -9.830 -8.232 0.0 0.0 0.0
H 13.847 -9.018 -5.703 0.0 -0.1 0.0

# 2
118
Properties=species:S:1:pos:R:3:forces:R:3 method="wB97M-V/def2-TZVPD" gap_ev=6.13 total_charge=-1 lumo_ev=2.0770 e_homo_ev=-4.1
C 7.781 3.279 2.527 0.2 -0.1 -0.1
C 8.385 2.755 1.216 -0.4 -0.4 0.3
C 7.402 1.863 0.444 0.3 0.6 0.0
C 8.054 1.184 -0.756 0.0 -0.2 0.2
C 7.318 -0.041 -1.360 0.0 0.4 -0.2
C 5.913 -0.334 -0.846 -0.3 -0.6 -0.4
C 5.422 -1.751 -1.248 0.3 0.0 0.5
C 5.163 -2.613 -0.007 0.1 0.4 0.1
C 3.899 -2.198 0.769 -0.1 -0.1 -0.4
C 2.836 -3.289 0.780 -0.2 0.3 0.4
C 1.553 -2.873 1.504 0.2 -0.3 0.0
C 0.411 -3.890 1.309 0.1 0.2 0.4
C -0.908 -3.272 0.853 0.0 0.1 -0.2
C -0.750 -2.326 -0.346 0.1 -0.1 -0.1
C -1.854 -2.437 -1.405 0.2 0.0 0.3
C -3.292 -2.305 -0.891 0.0 0.1 -0.4
C -3.729 -0.847 -0.775 -0.2 -0.2 0.6
C -3.088 -0.176 0.469 -0.3 0.1 -0.7
Si -2.037 1.356 0.201 -0.1 0.1 0.4
C -0.613 1.361 1.496 -0.3 0.7 -0.7
O -0.028 2.437 1.710 0.2 0.6 0.0
O -0.375 0.241 1.952 0.4 -1.5 0.6
C -1.291 1.430 -1.568 0.2 0.0 0.0
C 0.201 1.130 -1.606 -0.1 0.2 -0.3
F -1.496 2.737 -2.097 0.0 0.1 0.0
C -3.037 2.955 0.449 0.4 -0.1 0.3
I -4.989 2.807 -0.481 0.0 0.1 -0.2
C -3.196 3.391 1.904 -0.6 0.1 0.0
C -3.728 2.341 2.867 0.1 0.0 0.1
H 6.997 2.603 2.866 -0.1 0.1 0.1
H 7.376 4.282 2.423 -0.2 0.0 0.0
H 8.529 3.305 3.318 0.1 0.1 0.0
H 8.704 3.586 0.589 0.2 0.0 -0.1
H 9.248 2.132 1.460 0.2 0.1 -0.1
H 7.017 1.135 1.154 -0.1 -0.1 0.0
H 6.583 2.502 0.112 -0.3 -0.2 0.1
H 8.219 1.933 -1.530 0.0 0.1 -0.1
H 9.048 0.861 -0.438 0.1 0.0 0.0
H 7.227 0.126 -2.436 0.1 -0.1 -0.1
H 7.945 -0.928 -1.261 0.0 -0.1 0.2
H 5.215 0.388 -1.267 0.0 0.3 0.2
H 5.867 -0.266 0.237 -0.1 0.1 0.1
H 4.521 -1.690 -1.853 0.0 -0.1 -0.1
H 6.207 -2.248 -1.823 -0.1 0.0 -0.3
H 6.040 -2.491 0.635 0.1 -0.2 0.1
H 5.113 -3.669 -0.273 -0.1 -0.1 0.0
H 3.474 -1.317 0.283 -0.1 0.1 0.1
H 4.124 -1.904 1.794 0.1 0.0 0.1
H 3.251 -4.161 1.294 0.0 -0.3 -0.2
H 2.582 -3.553 -0.246 0.1 -0.2 -0.1
H 1.778 -2.795 2.568 0.0 0.2 0.1
H 1.258 -1.878 1.178 -0.1 0.1 0.0
H 0.730 -4.669 0.611 0.0 0.0 -0.2
H 0.249 -4.397 2.263 -0.1 -0.2 0.0
H -1.352 -2.732 1.690 0.0 0.1 0.0
H -1.608 -4.067 0.586 0.0 -0.1 0.1
H -0.662 -1.301 0.014 0.1 0.0 0.1
H 0.204 -2.549 -0.834 0.0 0.0 -0.1
H -1.715 -3.376 -1.946 -0.1 -0.1 0.0
H -1.679 -1.648 -2.141 0.0 0.0 -0.2
H -3.961 -2.848 -1.565 0.0 0.1 -0.1
H -3.414 -2.775 0.085 0.1 -0.1 0.1
H -4.815 -0.805 -0.674 -0.1 0.0 -0.1
H -3.494 -0.322 -1.701 0.0 0.0 -0.1
H -2.443 -0.883 0.981 0.1 0.0 0.2
H -3.880 0.091 1.168 0.0 0.0 0.1
H -1.791 0.765 -2.274 -0.1 0.0 0.0
H 0.360 0.066 -1.776 0.1 -0.1 0.2
H 0.720 1.464 -0.712 0.1 -0.1 0.1
H 0.622 1.661 -2.463 0.1 0.0 -0.1
H -2.543 3.756 -0.093 -0.1 0.0 -0.2
H -2.233 3.756 2.257 0.2 -0.1 -0.1
H -3.889 4.238 1.926 0.1 0.1 0.0
H -2.990 1.570 3.089 0.1 -0.1 -0.1
H -3.995 2.825 3.805 0.0 0.0 0.1
H -4.627 1.860 2.480 -0.1 0.0 0.0
C -7.034 4.285 4.942 0.3 0.2 0.0
O -5.632 4.540 4.967 -0.1 -0.1 0.1
H -7.177 3.320 4.472 0.0 0.0 0.0
H -7.452 4.253 5.954 0.0 0.0 0.0
H -7.565 5.038 4.356 -0.1 0.0 0.0
H -5.479 5.397 5.370 0.0 0.0 0.0
C -2.296 -3.278 -5.061 0.1 0.2 0.1
O -1.028 -2.722 -4.723 0.0 -0.1 -0.2
H -2.228 -4.351 -4.910 0.0 0.0 0.0
H -3.086 -2.877 -4.419 0.0 0.0 0.0
H -2.545 -3.093 -6.108 -0.1 -0.1 0.0
H -1.079 -1.771 -4.847 0.0 0.0 0.1
C -8.688 0.334 -1.816 0.1 0.0 0.1
O -7.843 0.452 -0.684 -0.2 0.1 -0.1
H -9.123 -0.663 -1.792 0.0 0.0 0.0
H -9.500 1.069 -1.797 0.0 0.0 0.0
H -8.128 0.446 -2.749 0.0 0.0 0.0
H -7.450 1.332 -0.696 0.2 -0.1 0.1
C -10.547 2.664 4.911 0.1 0.0 -0.1
O -9.736 3.162 3.856 -0.2 0.0 0.1
H -10.332 3.266 5.790 0.0 0.0 0.0
H -11.612 2.752 4.678 0.0 0.0 0.0
H -10.315 1.620 5.137 0.0 0.0 0.0
H -9.908 2.635 3.071 0.1 0.0 0.0
C -0.598 -4.787 -8.120 0.0 -0.1 0.1
O -1.686 -5.446 -7.481 0.0 0.0 -0.1
H -0.960 -3.815 -8.445 0.0 0.0 0.0
H 0.237 -4.634 -7.432 0.0 0.0 0.0
H -0.250 -5.343 -8.996 0.0 0.0 0.0
H -1.379 -6.305 -7.182 0.0 0.0 0.0
C 6.942 6.645 4.723 -0.1 -0.1 -0.1
O 6.294 6.495 3.467 0.1 0.1 0.1
H 7.989 6.860 4.519 0.0 0.0 0.0
H 6.520 7.474 5.298 0.0 0.0 0.0
H 6.883 5.729 5.317 0.0 0.0 0.0
H 5.368 6.298 3.631 0.0 0.0 -0.1
C 1.706 -4.232 -3.055 0.2 0.0 0.1
O 2.999 -3.763 -2.676 -0.1 0.0 -0.2
H 1.045 -3.372 -3.105 0.0 0.0 0.0
H 1.726 -4.708 -4.040 0.0 0.0 0.0
H 1.308 -4.938 -2.320 0.0 0.0 0.0
H 3.593 -4.516 -2.629 0.0 0.0 0.0